{"formula": "CH3PS", "method": "wB97M-V/def2-TZVPD", "elements": ["C", "P", "S", "H", "H", "H"], "coordinates": [[0.023123, 0.639804, 0.382910], [-0.271775, -1.200730, 0.051685], [-1.126312, 1.777283, 0.258404], [1.235033, 1.233015, 0.912051], [1.059506, -1.557915, -0.368247], [-0.919574, -0.891457, -1.236802]], "atomic_forces_ev_per_a": [[2.7, 2.1, 1.5], [0.2, 1.5, -0.5], [0.4, -0.8, -0.1], [-3.4, -2.6, -1.6], [-0.6, 0.3, -0.2], [0.8, -0.5, 0.9]], "nbo_charge": [-0.6398, 0.3188, 0.0781, 0.2273, -0.0061, 0.0217], "gap_ev": 8.12, "lumo_ev": -0.5, "max_force_ha_per_bohr": 0.089, "total_charge": 0, "homo_ha": -0.3171, "energy_ev": -21206.797, "relative_energy_kj_mol": 207.1, "spin_multiplicity": 1}